#i
Density functional theory data (the ωB97M-V functional and the def2-TZVPD basis) for a structure of composition C23H49N3OP4Re.

Each line ends with the Löwdin charge.
Geometry (Å):
Re  0.16704  0.60973  0.54809  0.73
P  0.89343  1.59602  2.49927  0.67
P  0.13100  -1.59736  1.21753  0.64
P  -2.00812  1.18496  1.29558  0.71
H  0.14111  1.18626  -2.17791  0.06
C  -0.42505  1.57311  -1.32542  -0.23
C  0.20682  2.56456  -0.46316  -0.28
H  1.21844  2.89927  -0.69600  0.05
C  2.65228  2.03110  2.73718  -0.21
C  0.62797  0.68672  4.07251  -0.20
C  0.18288  3.24728  2.89566  -0.21
C  -0.19125  -2.71011  -0.19334  -0.19
C  1.64136  -2.35463  1.92140  -0.21
C  -1.11806  -2.20002  2.41369  -0.22
C  -2.68392  2.84831  0.88492  -0.20
C  -2.67972  0.91215  2.97617  -0.20
C  -3.21037  0.24388  0.32038  -0.26
H  -1.49167  1.67482  -1.51290  0.06
H  -0.41998  3.36161  -0.05769  0.05
H  2.98399  2.69858  1.93698  0.06
H  3.27502  1.13138  2.74168  0.05
H  2.77223  2.55257  3.69963  0.09
H  1.10498  -0.29912  4.01571  0.04
H  -0.43487  0.55361  4.29868  0.04
H  1.09374  1.26030  4.88838  0.09
H  0.27404  3.90064  2.02035  0.06
H  0.76053  3.68614  3.72249  0.08
H  -0.87158  3.20148  3.19069  0.04
H  -0.17538  -3.75297  0.15050  0.10
H  0.54375  -2.58456  -0.99449  0.03
H  -1.18146  -2.47045  -0.59441  0.02
H  1.48530  -3.44243  1.98906  0.08
H  1.83677  -1.96333  2.92675  0.05
H  2.52484  -2.17276  1.29555  0.03
H  -0.98635  -3.28373  2.54326  0.08
H  -2.13672  -2.02380  2.05096  0.04
H  -0.98489  -1.72535  3.39215  0.05
H  -3.75519  2.83460  1.13035  0.08
H  -2.57827  3.05537  -0.18658  0.06
H  -2.19514  3.64036  1.46119  0.06
H  -3.76592  1.08145  2.93818  0.09
H  -2.23801  1.61383  3.69214  0.05
H  -2.50614  -0.11962  3.30437  0.04
H  -4.22366  0.62625  0.49466  0.09
H  -3.18314  -0.81393  0.58687  0.03
H  -2.96130  0.35215  -0.74013  0.03
C  -4.30360  -2.00850  -2.08273  -0.20
C  -4.55868  -3.15193  -2.86697  0.07
C  -5.47313  -3.03737  -3.92415  0.05
C  -6.12264  -1.81569  -4.17982  0.07
C  -5.90843  -0.71616  -3.34061  0.04
C  -5.02586  -0.82275  -2.25657  0.05
O  -3.29015  -2.00054  -1.14721  0.04
H  -2.78793  -2.83884  -1.19041  0.12
H  -4.02854  -4.08257  -2.64755  0.15
H  -5.66604  -3.90188  -4.55337  0.15
H  -6.80471  -1.72690  -5.03552  0.16
H  -6.41986  0.23305  -3.51843  0.15
H  -4.86345  0.00063  -1.56034  0.11
C  5.18653  1.19361  -1.71974  -0.11
N  5.07980  0.21258  -0.62077  -0.10
C  5.06316  -1.16581  -1.16445  -0.11
N  3.98048  -1.36752  -2.15801  -0.10
C  4.11453  -0.35748  -3.23553  -0.12
N  4.09266  1.01738  -2.70213  -0.08
C  2.79368  1.35181  -2.11375  -0.26
P  2.31081  0.26385  -0.64765  0.92
C  3.95047  0.47703  0.25194  -0.29
C  2.65610  -1.35846  -1.55271  -0.29
H  6.14999  1.03723  -2.22877  0.16
H  5.11672  2.20700  -1.30458  0.15
H  4.93559  -1.87181  -0.33098  0.14
H  6.03438  -1.32279  -1.66570  0.16
H  3.27528  -0.47603  -3.93917  0.15
H  5.08231  -0.51793  -3.74275  0.16
H  2.82769  2.39899  -1.78399  0.11
H  2.02269  1.23396  -2.88789  0.10
H  3.97705  -0.20308  1.11606  0.10
H  4.01662  1.51398  0.60721  0.08
H  1.88569  -1.49153  -2.32837  0.11
H  2.58941  -2.19990  -0.85555  0.08

## Properties
HOMO-LUMO gap (alpha / beta) ... 5.6 / 4.2 eV
Charge ... +4
Multiplicity ... 4
LUMO (alpha / beta) ... -13.670 / -14.297 eV

***

#ii
Density functional theory data (the ωB97M-V functional and the def2-TZVPD basis) for a structure of composition C23H49N3OP4Re.

Each line ends with the Löwdin charge.
Geometry (Å):
Re  0.04362  -0.24341  -1.18800  0.61
P  -0.56795  -1.10043  0.93420  0.70
P  0.84713  -2.11882  -2.14850  0.68
P  -2.53313  -0.32352  -1.44743  0.67
H  0.05105  3.88387  -0.37316  0.04
C  -0.95424  3.83402  0.05640  -0.04
C  -1.06650  3.26669  1.26299  -0.03
H  -0.17157  3.00450  1.81194  0.04
C  0.42980  -1.12337  2.55529  -0.24
C  -0.94830  -2.93906  1.04327  -0.22
C  -2.09194  -0.58284  1.97760  -0.22
C  1.80421  -1.69875  -3.68224  -0.18
C  2.02221  -3.08857  -1.13731  -0.21
C  -0.51329  -3.21387  -2.68072  -0.21
C  -3.45496  1.07353  -0.64777  -0.15
C  -3.44531  -1.74050  -1.04917  -0.18
C  -2.75357  0.09944  -3.16782  -0.19
H  -1.80184  3.81787  -0.60755  0.04
H  -2.03851  2.90672  1.55906  0.05
H  0.67521  -0.09490  2.86485  0.05
H  1.34779  -1.72234  2.44531  0.05
H  -0.18262  -1.57513  3.36152  0.08
H  -0.02035  -3.51874  0.94649  0.04
H  -1.66846  -3.23929  0.27287  0.02
H  -1.38734  -3.12623  2.03906  0.08
H  -1.97120  0.45121  2.32821  0.05
H  -2.13010  -1.24292  2.85998  0.07
H  -3.04283  -0.68696  1.44753  0.01
H  1.31184  -2.05027  -4.57724  0.07
H  2.83222  -2.03145  -3.64660  0.07
H  1.81604  -0.60671  -3.73481  -0.01
H  2.20857  -4.11089  -1.51256  0.09
H  1.64190  -3.14623  -0.10253  0.02
H  2.98059  -2.55478  -1.07244  0.04
H  -0.23819  -3.88714  -3.50547  0.09
H  -1.35473  -2.58955  -3.02839  0.03
H  -0.88787  -3.79939  -1.82626  0.05
H  -4.43159  0.86419  -1.05853  0.08
H  -3.09110  2.05537  -0.96580  0.06
H  -3.43937  0.99673  0.43853  0.05
H  -4.39723  -1.42281  -1.49282  0.10
H  -3.52050  -1.85797  0.03124  0.06
H  -3.01340  -2.60488  -1.55729  0.07
H  -3.73659  -0.33614  -3.38311  0.09
H  -1.97103  -0.32466  -3.85186  0.08
H  -2.75216  1.19313  -3.30135  0.05
C  -0.01174  1.79895  -3.87961  -0.31
C  0.62632  1.60684  -5.13971  0.03
C  -0.06980  1.88631  -6.29068  0.02
C  -1.27210  2.63076  -6.21222  0.05
C  -1.68133  3.19051  -5.00192  -0.02
C  -1.03544  2.83023  -3.82353  0.01
O  0.44439  0.92920  -2.98392  -0.27
H  -1.58107  0.76022  -1.22883  -0.02
H  1.58038  1.10960  -5.06863  0.13
H  0.37023  1.55262  -7.21559  0.14
H  -1.79903  2.80419  -7.14719  0.15
H  -2.52329  3.93767  -5.02864  0.16
H  -1.31151  3.37215  -2.88356  0.13
C  4.46098  1.82466  1.65146  -0.09
N  4.47762  0.41327  1.18957  0.00
C  5.21651  0.32911  -0.08869  -0.10
N  4.66021  1.23287  -1.11400  -0.03
C  4.63672  2.61483  -0.59551  -0.09
N  3.83855  2.71920  0.65344  -0.09
C  2.41755  2.44990  0.43772  -0.26
P  2.09142  0.70153  -0.22632  0.96
C  3.14638  -0.15883  1.09819  -0.24
C  3.35507  0.80224  -1.61204  -0.25
H  5.50516  2.13631  1.78417  0.16
H  3.90152  1.89432  2.59522  0.16
H  5.18483  -0.70860  -0.44567  0.15
H  6.24460  0.64835  0.11208  0.16
H  4.19992  3.28085  -1.34908  0.16
H  5.66966  2.89582  -0.36115  0.16
H  1.85659  2.57636  1.37135  0.09
H  2.00711  3.17474  -0.27407  0.09
H  3.21246  -1.22216  0.84949  0.09
H  2.64232  -0.03392  2.05882  0.08
H  2.97549  1.51639  -2.35245  0.11
H  3.44440  -0.17720  -2.09042  0.08

## Properties
HOMO-LUMO gap (alpha / beta) ... 6.1 / 5.1 eV
Charge ... +4
Multiplicity ... 4
LUMO (alpha / beta) ... -13.735 / -14.689 eV

***

In terms of stability, #i leads; the second structure lies 0.1515 hartree higher.